The following is a quantum chemistry calculation of a 2-piece molecular cluster, C43H48N3O overall at a distorted geometry, from the Open Molecules 2025 dataset.

Positions of all 95 atoms, in Å:
C  0.0764  -2.8660  1.4766
N  0.6495  -1.9314  2.4241
C  1.2910  -0.7881  1.9955
O  1.5116  -0.4330  0.8570
C  1.6510  -0.0328  3.2623
C  3.1471  -0.1794  3.6319
C  3.8381  1.1390  3.8129
C  4.4911  1.4492  4.9954
C  5.1253  2.6646  5.1509
C  5.1106  3.5843  4.1226
C  4.4636  3.2878  2.9405
C  3.8356  2.0697  2.7875
N  0.7250  -0.5695  4.3137
C  -0.4422  0.1753  4.5595
C  -1.0113  0.9934  3.6413
C  -2.3066  1.6306  3.7214
C  -2.6901  2.5205  2.7123
C  -3.9310  3.1136  2.7229
C  -4.8220  2.8259  3.7375
C  -4.4682  1.9431  4.7405
C  -3.2243  1.3513  4.7369
C  0.5483  -2.0224  3.9082
C  1.6610  -2.9522  4.4570
C  1.0446  -4.3661  4.5098
C  -0.4989  -4.1889  4.4766
C  -0.7760  -2.6710  4.3885
H  0.2414  -2.5003  0.4651
H  0.5428  -3.8422  1.5877
H  -0.9949  -2.9630  1.6390
H  1.4328  1.0333  3.1267
H  3.2344  -0.7687  4.5490
H  3.6640  -0.7563  2.8560
H  4.5044  0.7261  5.7921
H  5.6426  2.8901  6.0696
H  5.6024  4.5354  4.2421
H  4.4597  4.0002  2.1317
H  3.3335  1.8216  1.8681
H  -0.9523  -0.0154  5.4860
H  -0.5003  1.1162  2.7039
H  -1.9984  2.7392  1.9177
H  -4.2085  3.7951  1.9355
H  -5.7984  3.2806  3.7371
H  -5.1741  1.7088  5.5204
H  -2.9570  0.6547  5.5116
H  2.5496  -2.9186  3.8183
H  1.9660  -2.6086  5.4506
H  1.3802  -4.9563  3.6482
H  1.3748  -4.9207  5.3965
H  -0.9280  -4.7045  3.6090
H  -0.9790  -4.6370  5.3551
H  -1.0387  -2.2684  5.3717
H  -1.6045  -2.4270  3.7165
C  -4.6223  -2.7331  -3.6294
C  -4.8191  -3.0560  -2.1384
C  -5.6008  -4.3768  -2.0113
C  -3.4533  -3.2433  -1.4517
C  -5.6101  -1.9341  -1.4759
N  -6.8308  -2.1253  -0.9040
C  -7.3132  -0.9321  -0.3716
C  -6.3566  0.0662  -0.6190
C  -6.5452  1.3443  -0.0859
C  -7.6884  1.6168  0.6264
C  -8.6495  0.6271  0.8412
C  -8.4695  -0.6487  0.3576
C  -5.2721  -0.5591  -1.3574
C  -4.0640  0.0590  -1.7432
C  -3.7685  1.4662  -1.7026
C  -4.6779  2.4623  -2.1203
C  -4.3665  3.7947  -1.9959
C  -3.1450  4.1980  -1.4616
C  -2.8510  5.6430  -1.2625
C  -2.2183  3.2251  -1.0955
C  -2.5086  1.8907  -1.2301
H  -4.0396  -1.8230  -3.7653
H  -4.0975  -3.5434  -4.1355
H  -5.5830  -2.5877  -4.1238
H  -5.7534  -4.6369  -0.9649
H  -6.5787  -4.3012  -2.4836
H  -5.0632  -5.1985  -2.4821
H  -3.5787  -3.4459  -0.3883
H  -2.9115  -4.0774  -1.8976
H  -2.8190  -2.3662  -1.5480
H  -7.3215  -3.0127  -0.7925
H  -5.7887  2.0946  -0.2147
H  -7.8347  2.6040  1.0338
H  -9.5319  0.8652  1.4109
H  -9.1870  -1.4259  0.5484
H  -3.2338  -0.5796  -1.9858
H  -5.6212  2.1608  -2.5466
H  -5.0636  4.5487  -2.3237
H  -1.8484  5.7915  -0.8605
H  -2.9201  6.1938  -2.2013
H  -3.5561  6.0864  -0.5584
H  -1.2700  3.5296  -0.6856
H  -1.7923  1.1431  -0.9353

Forces on atoms 1 to 2 (eV/Å):
C 0.144 -0.021 0.418
N -0.051 0.708 -0.613

Values from the calculation:
* charge: +1
* HOMO: -9.68 eV
* energy relative to the best compared isomer or geometry (same formula, charge and spin): 0.6 kcal/mol

For reference, the Löwdin charges in units of e are: atom 1 (C): -0.013, atom 2 (N): 0.001, atom 3 (C): -0.424, atom 4 (O): 0.070, atom 5 (C): -0.177, atom 6 (C): -0.076, atom 7 (C): -0.229, atom 8 (C): -0.038, atom 9 (C): -0.081, atom 10 (C): -0.094, atom 11 (C): -0.080, atom 12 (C): -0.045, atom 13 (N): -0.005, atom 14 (C): -0.075, atom 15 (C): -0.024, atom 16 (C): -0.221, atom 17 (C): -0.044, atom 18 (C): -0.095, atom 19 (C): -0.098, atom 20 (C): -0.080, atom 21 (C): -0.031, atom 22 (C): -0.338, atom 23 (C): -0.100, atom 24 (C): -0.163, atom 25 (C): -0.167, atom 26 (C): -0.101, atom 27 (H): 0.088, atom 28 (H): 0.089, atom 29 (H): 0.077, atom 30 (H): 0.139, atom 31 (H): 0.107, atom 32 (H): 0.135, atom 33 (H): 0.109, atom 34 (H): 0.104, atom 35 (H): 0.102, atom 36 (H): 0.102, atom 37 (H): 0.113, atom 38 (H): 0.106, atom 39 (H): 0.099, atom 40 (H): 0.095, atom 41 (H): 0.095, atom 42 (H): 0.098, atom 43 (H): 0.105, atom 44 (H): 0.103, atom 45 (H): 0.115, atom 46 (H): 0.122, atom 47 (H): 0.100, atom 48 (H): 0.108, atom 49 (H): 0.097, atom 50 (H): 0.107, atom 51 (H): 0.115, atom 52 (H): 0.112, atom 53 (C): -0.019, atom 54 (C): -0.511, atom 55 (C): -0.047, atom 56 (C): -0.023, atom 57 (C): -0.066, atom 58 (N): 0.200, atom 59 (C): -0.165, atom 60 (C): -0.093, atom 61 (C): -0.007, atom 62 (C): -0.051, atom 63 (C): -0.059, atom 64 (C): 0.001, atom 65 (C): -0.060, atom 66 (C): 0.131, atom 67 (C): -0.201, atom 68 (C): -0.035, atom 69 (C): -0.017, atom 70 (C): -0.247, atom 71 (C): -0.031, atom 72 (C): -0.024, atom 73 (C): 0.007, atom 74 (H): 0.080, atom 75 (H): 0.099, atom 76 (H): 0.099, atom 77 (H): 0.090, atom 78 (H): 0.090, atom 79 (H): 0.100, atom 80 (H): 0.096, atom 81 (H): 0.100, atom 82 (H): 0.066, atom 83 (H): 0.174, atom 84 (H): 0.092, atom 85 (H): 0.112, atom 86 (H): 0.112, atom 87 (H): 0.114, atom 88 (H): 0.105, atom 89 (H): 0.129, atom 90 (H): 0.127, atom 91 (H): 0.085, atom 92 (H): 0.095, atom 93 (H): 0.094, atom 94 (H): 0.121, atom 95 (H): 0.124

The following is a quantum chemistry calculation of C18H25F4N5ReSe as an isolated structure at a distorted geometry, from the Open Molecules 2025 dataset.

Positions of all 54 atoms, in Å:
Re  -0.2141  -0.1919  -0.1307
C  -3.3270  -0.5409  0.1360
N  -2.1188  -0.1734  0.9233
C  -2.1435  -0.9605  2.1944
C  -2.1329  1.2880  1.2113
C  -0.8618  1.6979  1.9178
N  0.3021  0.8968  1.4095
C  1.5602  1.0821  2.1087
C  2.5980  0.1617  1.9621
F  2.4396  -0.8820  1.1279
C  3.7905  0.2407  2.6442
F  4.6918  -0.7123  2.4368
C  4.0389  1.2748  3.5128
C  3.0523  2.2174  3.6613
F  3.2314  3.2556  4.4624
C  1.8486  2.1388  2.9855
F  1.0051  3.1492  3.2011
H  -4.2251  -0.3631  0.7271
H  -3.3889  0.0659  -0.7684
H  -3.2826  -1.6007  -0.1223
H  -3.0317  -0.6918  2.7707
H  -2.1789  -2.0173  1.9514
H  -1.2522  -0.7645  2.7808
H  -2.2298  1.8159  0.2559
H  -2.9986  1.5554  1.8199
H  -0.7109  2.7518  1.7323
H  -0.9565  1.5727  2.9928
H  4.9770  1.3500  4.0503
N  1.6320  0.2006  -1.2589
C  1.3748  1.1135  -2.4221
C  0.7906  0.3738  -3.6172
C  -0.1418  -0.7738  -3.2600
N  -1.0966  -0.4238  -2.1439
H  2.2788  0.6597  -0.6283
H  2.1284  -0.6320  -1.5649
H  2.2933  1.6098  -2.7181
H  0.6980  1.8950  -2.0731
H  1.5930  -0.0431  -4.2279
H  0.2762  1.1024  -4.2465
H  0.4099  -1.6493  -2.9324
H  -0.7148  -1.0583  -4.1386
H  -1.8151  -1.1432  -2.0944
H  -1.5941  0.4293  -2.4103
Se  0.3734  -2.5386  -0.1051
C  -1.0338  -3.5890  0.6540
C  -2.0298  -4.0858  -0.1675
C  -2.9650  -4.9455  0.4060
N  -2.9475  -5.3032  1.6952
C  -1.9624  -4.8132  2.4615
C  -0.9754  -3.9522  1.9890
H  -2.0790  -3.8445  -1.2258
H  -3.7614  -5.3650  -0.2020
H  -1.9570  -5.1272  3.5011
H  -0.1861  -3.6009  2.6433

Forces on atoms 1 to 2 (eV/Å):
Re 0.447 -1.255 0.277
C 0.193 -0.002 0.034

Values from the calculation:
* charge: +2
* HOMO (spin up / spin down): -14.68 / -14.87 eV
* multiplicity: 2

For reference, the natural (NBO) charges in units of e are: atom 1 (Re): 1.118, atom 2 (C): -0.423, atom 3 (N): -0.437, atom 4 (C): -0.439, atom 5 (C): -0.253, atom 6 (C): -0.262, atom 7 (N): -0.562, atom 8 (C): -0.006, atom 9 (C): 0.326, atom 10 (F): -0.327, atom 11 (C): 0.351, atom 12 (F): -0.273, atom 13 (C): -0.290, atom 14 (C): 0.372, atom 15 (F): -0.265, atom 16 (C): 0.311, atom 17 (F): -0.287, atom 18 (H): 0.238, atom 19 (H): 0.199, atom 20 (H): 0.231, atom 21 (H): 0.221, atom 22 (H): 0.250, atom 23 (H): 0.221, atom 24 (H): 0.204, atom 25 (H): 0.252, atom 26 (H): 0.251, atom 27 (H): 0.237, atom 28 (H): 0.283, atom 29 (N): -0.795, atom 30 (C): -0.227, atom 31 (C): -0.447, atom 32 (C): -0.223, atom 33 (N): -0.829, atom 34 (H): 0.421, atom 35 (H): 0.409, atom 36 (H): 0.245, atom 37 (H): 0.194, atom 38 (H): 0.256, atom 39 (H): 0.246, atom 40 (H): 0.218, atom 41 (H): 0.241, atom 42 (H): 0.430, atom 43 (H): 0.410, atom 44 (Se): 0.326, atom 45 (C): -0.206, atom 46 (C): -0.296, atom 47 (C): 0.060, atom 48 (N): -0.358, atom 49 (C): 0.062, atom 50 (C): -0.289, atom 51 (H): 0.224, atom 52 (H): 0.223, atom 53 (H): 0.225, atom 54 (H): 0.243